(1)
45
Properties=species:S:1:pos:R:3:forces:R:3 method="wB97M-V/def2-TZVPD" spin_multiplicity=1 homo_ev=-8.760 largest_force_ev_per_a=0.92 smiles="COCCCNC(=O)[C@H]1N2C(=O)c3ccccc3[C@@H]2SC1(C)C" energy_ha=-1394.461091
C 2.505 2.917 1.462 -0.12 0.06 0.19
H 3.293 2.754 2.195 -0.04 0.06 0.06
O 2.984 2.407 0.239 0.24 -0.15 -0.27
C 2.055 2.549 -0.813 -0.19 0.05 -0.30
C 2.598 1.886 -2.080 0.01 -0.04 0.44
H 1.774 1.799 -2.790 0.00 0.04 -0.05
H 3.373 2.511 -2.522 0.00 0.04 -0.09
C 3.196 0.497 -1.795 -0.01 0.17 -0.26
N 2.452 -0.215 -0.781 0.30 0.08 0.19
C 1.358 -0.944 -1.063 0.10 -0.11 0.67
O 1.016 -1.253 -2.185 -0.23 -0.04 -0.39
C 0.529 -1.279 0.190 0.11 0.03 -0.11
N -0.605 -0.394 0.143 0.16 0.04 -0.07
C -0.996 0.483 1.117 0.29 0.16 0.03
O -0.263 0.938 1.971 -0.06 0.01 0.23
C -2.430 0.734 0.859 -0.54 -0.16 -0.29
C -3.321 1.560 1.521 0.16 -0.07 -0.04
C -4.640 1.566 1.095 0.01 0.10 0.11
C -5.050 0.766 0.037 -0.02 -0.09 -0.10
C -4.157 -0.061 -0.630 0.06 0.01 -0.01
C -2.844 -0.071 -0.207 0.13 0.34 0.49
C -1.666 -0.831 -0.709 -0.21 -0.70 -0.56
H -1.441 -0.658 -1.767 -0.03 0.12 0.19
S -1.718 -2.667 -0.487 0.12 0.29 0.06
C -0.026 -2.722 0.284 -0.27 -0.04 -0.19
C -0.203 -3.103 1.751 0.02 0.11 -0.07
H 0.766 -3.211 2.234 0.14 -0.03 0.07
H -0.776 -2.342 2.280 -0.04 0.03 0.06
H -0.738 -4.047 1.828 -0.04 -0.06 0.04
C 0.829 -3.742 -0.451 -0.06 0.06 -0.12
H 1.843 -3.733 -0.055 0.14 -0.07 0.08
H 0.409 -4.736 -0.320 0.04 -0.12 0.06
H 0.863 -3.516 -1.513 0.03 -0.03 0.01
H -4.478 -0.688 -1.447 -0.08 -0.05 -0.11
H -6.085 0.784 -0.271 -0.09 0.01 -0.02
H -5.359 2.198 1.593 -0.06 0.05 0.03
H -2.987 2.174 2.342 0.03 0.07 0.10
H 1.103 -1.046 1.094 -0.08 -0.01 -0.10
H 2.589 0.145 0.153 -0.15 -0.12 -0.01
H 4.220 0.605 -1.435 -0.06 -0.05 -0.09
H 3.187 -0.105 -2.705 0.12 0.05 0.11
H 1.858 3.615 -1.005 -0.01 -0.10 0.05
H 1.098 2.086 -0.524 0.10 0.05 -0.01
H 2.294 3.990 1.386 0.03 0.00 0.01
H 1.592 2.399 1.779 0.07 0.04 -0.02

---

(2)
103
Properties=species:S:1:pos:R:3:forces:R:3 method="wB97M-V/def2-TZVPD" spin_multiplicity=1 homo_ev=-10.422 charge=+1 largest_force_ev_per_a=0.92 energy_ha=-3149.998125
Na -0.020 -0.130 -0.140 -0.14 -0.21 -0.14
C 5.148 5.465 0.497 -0.04 -0.05 -0.03
C 4.613 4.752 -0.759 0.06 0.07 0.05
C 5.284 5.342 -2.010 -0.03 -0.03 0.03
C 4.929 3.264 -0.665 -0.14 0.08 0.01
C 6.220 2.781 -0.853 0.01 -0.07 -0.02
C 6.500 1.426 -0.822 0.11 -0.05 0.00
C 5.487 0.510 -0.588 -0.03 0.07 -0.04
C 4.197 0.955 -0.330 -0.37 0.23 0.01
P 2.771 -0.162 -0.024 0.85 -0.34 0.04
C 3.246 -1.506 -1.181 -0.03 0.05 0.04
C 3.935 -2.663 -0.828 0.00 0.05 0.03
C 4.237 -3.614 -1.793 0.00 -0.05 0.02
C 3.854 -3.420 -3.112 0.03 -0.04 -0.03
C 3.163 -2.271 -3.471 -0.04 0.04 -0.02
C 2.858 -1.322 -2.508 0.03 -0.05 0.04
C 3.135 -0.887 1.623 -0.14 0.03 -0.01
C 2.047 -1.450 2.294 0.12 0.01 -0.09
C 2.204 -2.050 3.533 -0.07 -0.02 0.03
C 3.457 -2.088 4.125 0.01 -0.01 0.02
C 4.544 -1.521 3.476 0.03 0.00 0.00
C 4.385 -0.920 2.236 -0.06 0.05 0.03
C 3.942 2.330 -0.376 0.23 -0.21 -0.05
O 2.644 2.689 -0.135 0.11 0.12 0.13
C 2.224 3.926 -0.542 -0.20 0.23 -0.07
C 0.837 4.074 -0.632 0.14 -0.33 -0.06
C 0.321 5.291 -1.056 0.09 -0.05 -0.03
C 1.180 6.344 -1.325 -0.04 0.12 -0.02
C 2.550 6.175 -1.212 -0.06 -0.01 -0.02
C 3.106 4.953 -0.846 0.08 -0.13 0.03
P -0.180 2.617 -0.170 -0.35 0.82 0.07
C -0.688 3.091 1.529 -0.01 -0.16 -0.02
C -1.208 4.339 1.873 0.03 -0.04 0.06
C -1.589 4.605 3.178 -0.01 0.05 -0.03
C -1.440 3.637 4.163 0.01 -0.01 -0.01
C -0.898 2.403 3.840 0.01 -0.06 0.09
C -0.526 2.134 2.531 -0.03 0.06 -0.14
C -1.653 2.915 -1.221 0.03 -0.04 -0.04
C -1.464 2.612 -2.574 -0.03 0.05 0.06
C -2.502 2.739 -3.482 0.01 -0.02 -0.03
C -3.751 3.163 -3.049 -0.01 0.01 -0.01
C -3.950 3.462 -1.710 -0.06 0.01 -0.02
C -2.910 3.335 -0.798 0.04 0.06 -0.03
H 6.227 5.329 0.581 0.00 0.01 0.00
H 4.678 5.064 1.396 0.01 0.01 0.01
H 4.936 6.534 0.445 0.00 0.00 0.01
H 6.365 5.218 -1.969 -0.01 0.03 -0.01
H 5.086 6.410 -2.090 0.02 0.00 0.00
H 4.913 4.853 -2.912 0.02 0.01 -0.01
H 7.029 3.474 -1.043 -0.02 0.01 -0.01
H 7.511 1.082 -0.999 -0.01 0.00 0.00
H 5.696 -0.551 -0.633 0.01 -0.01 0.06
H 4.228 -2.826 0.203 0.01 0.00 -0.01
H 4.776 -4.511 -1.514 0.00 0.01 0.01
H 4.100 -4.161 -3.860 -0.02 0.00 0.00
H 2.859 -2.118 -4.499 0.01 0.01 0.01
H 2.321 -0.419 -2.785 -0.01 -0.03 -0.04
H 1.063 -1.430 1.835 -0.05 -0.05 0.04
H 1.350 -2.479 4.042 0.00 0.00 -0.02
H 3.585 -2.551 5.095 0.00 0.00 -0.01
H 5.523 -1.545 3.937 -0.01 0.02 0.01
H 5.239 -0.458 1.762 0.04 0.00 -0.06
H -0.744 5.408 -1.204 -0.03 0.00 0.06
H 0.782 7.301 -1.635 0.00 -0.02 0.00
H 3.197 7.015 -1.427 0.01 -0.02 -0.01
H -1.304 5.113 1.125 -0.02 0.04 -0.07
H -1.999 5.575 3.429 0.01 -0.01 0.01
H -1.735 3.851 5.182 0.00 0.00 0.00
H -0.760 1.653 4.608 0.00 0.00 -0.02
H -0.093 1.170 2.283 0.00 -0.02 0.07
H -0.483 2.294 -2.914 -0.03 -0.03 -0.03
H -2.341 2.503 -4.526 0.02 0.01 0.01
H -4.564 3.264 -3.755 0.00 0.00 0.01
H -4.921 3.803 -1.375 0.01 -0.01 0.02
H -3.090 3.566 0.243 0.03 0.03 0.03
O -6.786 -2.548 0.228 0.06 -0.05 0.04
C -6.505 -1.202 -0.100 -0.01 0.06 -0.07
C -5.032 -0.966 0.086 0.04 -0.01 0.05
C -4.538 0.263 0.494 -0.06 -0.08 -0.07
C -3.170 0.414 0.630 0.00 0.03 0.08
N -2.291 -0.558 0.395 -0.10 0.02 0.05
C -2.765 -1.755 0.022 -0.20 0.13 -0.02
C -4.123 -1.988 -0.152 0.01 0.02 0.04
C -1.765 -2.833 -0.191 0.11 -0.26 -0.02
C -2.137 -4.172 -0.165 0.01 0.01 0.00
C -1.182 -5.160 -0.367 0.00 0.06 0.03
C -1.582 -6.616 -0.374 0.02 -0.02 0.02
O -2.670 -6.902 0.479 -0.05 0.03 -0.05
C 0.131 -4.761 -0.571 -0.12 -0.04 0.00
C 0.418 -3.408 -0.573 0.07 -0.09 -0.06
N -0.494 -2.456 -0.390 -0.04 -0.02 0.00
H -7.731 -2.705 0.159 -0.05 0.01 -0.04
H -7.066 -0.504 0.528 0.00 -0.02 0.02
H -6.762 -0.994 -1.146 -0.01 0.03 0.02
H -5.206 1.090 0.702 0.04 0.02 0.03
H -2.758 1.357 0.966 -0.02 -0.04 0.01
H -4.499 -2.950 -0.466 0.06 -0.02 0.01
H -3.156 -4.472 0.034 -0.01 0.04 0.01
H -0.712 -7.240 -0.149 -0.01 0.01 0.00
H -1.919 -6.877 -1.380 0.03 -0.02 0.00
H -2.384 -6.839 1.395 0.03 -0.01 0.02
H 0.919 -5.488 -0.718 0.02 0.03 -0.01
H 1.434 -3.070 -0.728 0.01 -0.04 0.00